This record from OMol25 describes a 7-piece molecular cluster, C29H71Cl3N6O10 overall in a non-equilibrium geometry. The level of theory is the ωB97M-V functional and the def2-TZVPD basis.

Structure (XYZ):
```
119
Properties=species:S:1:pos:R:3
O -14.46715 15.07736 21.04720
C -15.01028 14.09961 21.56744
N -14.31800 12.97400 21.76907
C -16.43357 14.22474 22.00603
H -13.33333 13.02948 21.55308
H -14.60756 12.09149 22.14729
H -16.80945 13.31725 22.49311
H -17.06301 14.28322 21.11684
H -16.61574 15.01883 22.72274
O -20.18182 17.71952 23.96213
C -20.03864 17.45514 22.76442
N -19.55873 16.23419 22.41060
C -20.40124 18.45737 21.72064
H -19.18264 16.14203 21.48055
H -19.35268 15.55738 23.13908
H -19.54404 19.14422 21.75167
H -21.31911 18.96430 21.98885
H -20.31411 18.10541 20.69064
C -16.07938 17.89283 20.72624
Cl -15.71874 19.42668 19.89749
Cl -17.41603 17.07694 19.92657
Cl -16.44688 18.12168 22.46290
H -15.21862 17.23366 20.66740
C -17.49431 21.32199 27.08359
O -18.05583 20.27360 26.31238
C -17.22617 19.14872 26.01250
C -17.21502 18.08913 27.11568
N -16.66402 18.40030 28.41650
C -15.26426 18.70491 28.51670
C -14.94718 19.36820 29.85528
O -15.44821 20.68091 29.81034
C -14.88613 21.66004 30.64272
H -17.08310 20.94832 28.02177
H -18.30365 22.02967 27.23604
H -16.66590 21.81441 26.56124
H -16.22312 19.54369 25.80137
H -17.62985 18.78853 25.06633
H -16.73538 17.24176 26.61060
H -18.24727 17.79847 27.31866
H -17.15919 19.18850 28.81866
H -14.87878 19.46048 27.80750
H -14.64328 17.82863 28.30545
H -13.89274 19.30128 30.15137
H -15.45416 18.88099 30.70306
H -13.86959 21.88986 30.30761
H -14.81478 21.31318 31.68283
H -15.55640 22.51510 30.63918
C -18.27844 14.89921 25.24588
O -18.91660 14.12342 24.25476
C -20.22543 13.65207 24.66334
C -21.01001 13.06252 23.50217
N -21.85904 13.99558 22.76117
C -22.83402 13.32441 21.89682
C -22.26306 12.98236 20.50272
O -21.38054 13.99942 20.04640
C -20.75937 13.73057 18.79842
H -18.85137 15.79855 25.48192
H -17.35506 15.31571 24.82305
H -17.88301 14.38419 26.12462
H -20.83873 14.42646 25.12495
H -20.04078 12.82132 25.34832
H -21.75551 12.47131 24.05516
H -20.48710 12.29248 22.92030
H -21.30484 14.60354 22.17004
H -23.67639 14.01816 21.85431
H -23.23967 12.40188 22.31561
H -23.09670 13.03395 19.78578
H -21.85637 11.97917 20.34819
H -21.48853 13.78220 17.98212
H -20.34158 12.72407 18.79160
H -20.07897 14.55912 18.63701
C -18.78096 20.84456 19.28483
O -19.59259 21.08725 18.13539
C -19.22483 20.31776 17.02193
C -20.23590 20.52383 15.90270
N -21.50180 19.80224 16.04932
C -21.37984 18.32741 15.87341
C -22.32271 17.60842 16.77744
O -22.04972 17.83525 18.14401
C -22.69622 16.92424 18.99609
H -17.76771 21.23862 19.21101
H -18.75790 19.77146 19.48285
H -19.34982 21.41425 20.01753
H -19.18143 19.26316 17.33060
H -18.24339 20.54705 16.58432
H -19.77083 20.36236 14.92846
H -20.50557 21.58283 15.87652
H -21.73402 19.83346 17.04160
H -20.34114 18.05751 16.10179
H -21.63198 18.07155 14.84102
H -22.06414 16.53872 16.64120
H -23.38097 17.61537 16.49042
H -22.10015 16.03406 19.23710
H -23.70996 16.74457 18.64585
H -22.74128 17.30216 20.02410
C -16.56549 11.43649 16.34204
O -15.18839 11.56538 16.58033
C -14.70803 12.88791 16.66022
C -15.05565 13.57211 18.01221
N -14.16685 14.72559 18.17820
C -14.51530 15.86315 17.30914
C -13.35474 16.82479 17.15080
O -13.19977 17.51133 18.35532
C -11.97073 18.20697 18.55869
H -17.11848 11.60285 17.27246
H -16.75155 10.42211 15.98999
H -16.96064 12.09869 15.56309
H -15.13275 13.49645 15.85803
H -13.62290 12.89631 16.59259
H -14.69582 12.93290 18.81713
H -16.12073 13.82571 17.96374
H -14.11093 15.10599 19.11789
H -15.34366 16.35743 17.83447
H -14.82746 15.52191 16.32331
H -13.43525 17.48145 16.27420
H -12.49718 16.19025 16.87300
H -11.84828 18.94165 17.75206
H -11.19232 17.46793 18.35615
H -12.00106 18.73959 19.49940
```

Properties
Lowest unoccupied orbital energy (Eh): 0.012
2S+1: 1
Energy (eV): -98201.579
ΔE to the lowest compared entry with this formula, charge and spin (kcal per mole): 55.0
Kohn-Sham gap (hartree): 0.3192